DFT (ωB97M-V with the def2-TZVPD basis set) results for a 2-piece molecular cluster, C12H17N overall in a non-equilibrium geometry.

Structure (XYZ):
```
30
Properties=species:S:1:pos:R:3:nbo_charge:R:1
C -2.14 -0.10 1.51 -0.6051
C -1.60 -0.67 0.23 -0.4268
C -0.22 -0.16 -0.12 -0.0616
C 0.95 -0.48 0.53 -0.0524
N 2.03 0.11 -0.17 -0.5344
C 1.51 1.11 -0.98 0.1652
C 2.06 2.21 -1.59 -0.2582
C 1.28 3.00 -2.40 -0.2039
C -0.07 2.67 -2.69 -0.2443
C -0.63 1.57 -2.04 -0.1766
C 0.11 0.77 -1.15 -0.0989
H -2.26 -0.91 2.21 0.2050
H -3.12 0.33 1.27 0.2116
H -1.54 0.70 1.93 0.2166
H -1.70 -1.75 0.34 0.2126
H -2.15 -0.48 -0.71 0.2086
H 1.12 -1.36 1.12 0.2069
H 2.87 0.31 0.41 0.3929
H 3.01 2.51 -1.19 0.2113
H 1.62 3.90 -2.85 0.2120
H -0.77 3.16 -3.33 0.2167
H -1.67 1.32 -2.15 0.2012
C -1.60 -4.20 2.93 -0.6138
C -0.31 -3.41 3.38 -0.6080
H -2.13 -3.35 2.46 0.1930
H -1.27 -4.84 2.09 0.2072
H -2.28 -4.57 3.66 0.2150
H 0.36 -4.05 3.93 0.1986
H -0.69 -2.57 4.07 0.2054
H 0.35 -3.17 2.56 0.2040
```

Computed properties:
- SMILES = CCc1c[nH]c2ccccc12.CC
- energy (a.u.) = -522.1577
- net charge = 0
- HOMO energy (hartree) = -0.28951
- 2S+1 = 1

***

DFT (ωB97M-V with the def2-TZVPD basis set) results for a 2-piece molecular cluster, C12H17N overall in a non-equilibrium geometry.

Structure (XYZ):
```
30
Properties=species:S:1:pos:R:3:nbo_charge:R:1
C 0.88 -2.93 -0.02 -0.6132
C 0.78 -1.89 -1.14 -0.0991
C 0.63 -2.27 -2.53 -0.0298
N 0.48 -1.16 -3.31 -0.5259
C 0.71 0.01 -2.48 0.1212
C 0.97 1.34 -2.83 -0.2170
C 1.32 2.18 -1.84 -0.2395
C 1.33 1.77 -0.50 -0.2157
C 1.13 0.49 -0.07 -0.2035
C 0.93 -0.42 -1.12 -0.0747
H 1.68 -3.67 -0.51 0.2076
H 0.01 -3.53 0.35 0.2193
H 1.29 -2.54 0.78 0.2016
H 0.84 -3.34 -2.88 0.2192
H 0.46 -1.24 -4.25 0.4007
H 0.80 1.72 -3.81 0.2118
H 1.67 3.16 -2.13 0.2143
H 1.50 2.54 0.29 0.2059
H 1.08 0.22 0.91 0.2131
C -2.21 -0.29 2.78 -0.6226
C -1.30 0.69 2.00 -0.3873
C -1.43 2.15 2.58 -0.6199
H -2.71 -1.04 2.15 0.2060
H -3.10 0.17 3.27 0.2035
H -1.65 -0.89 3.45 0.2054
H -0.24 0.45 2.28 0.1839
H -1.51 0.64 0.99 0.2105
H -2.24 2.62 2.03 0.2068
H -1.40 2.28 3.60 0.2102
H -0.72 2.76 1.98 0.2070
```

Computed properties:
- SMILES = Cc1c[nH]c2ccccc12.CCC
- energy (a.u.) = -522.1212
- net charge = 0
- HOMO energy (hartree) = -0.27565
- 2S+1 = 1

***

DFT (ωB97M-V with the def2-TZVPD basis set) results for a 2-piece molecular cluster, C12H17N overall in a non-equilibrium geometry.

Structure (XYZ):
```
30
Properties=species:S:1:pos:R:3:nbo_charge:R:1
C -3.38 -0.39 -1.83 -0.6255
C -2.25 0.36 -1.20 -0.1054
C -0.95 0.33 -1.65 -0.0146
N -0.09 0.55 -0.61 -0.5236
C -0.79 0.83 0.54 0.1323
C -0.36 1.34 1.77 -0.2397
C -1.36 1.76 2.62 -0.2173
C -2.71 1.62 2.31 -0.2479
C -3.12 1.03 1.14 -0.1739
C -2.15 0.78 0.17 -0.0915
H -3.09 -1.38 -2.18 0.2141
H -3.75 0.08 -2.74 0.2169
H -4.17 -0.58 -1.12 0.2177
H -0.49 -0.05 -2.55 0.2041
H 0.90 0.39 -0.68 0.4057
H 0.69 1.20 1.98 0.2111
H -0.98 2.16 3.56 0.2119
H -3.41 2.12 2.97 0.2131
H -4.17 0.85 0.93 0.2102
C 3.33 -1.10 -1.64 -0.6240
C 3.54 -0.75 -0.15 -0.3931
C 2.96 -1.65 0.91 -0.6102
H 2.56 -1.81 -1.97 0.2106
H 4.27 -1.48 -2.05 0.2122
H 3.04 -0.16 -2.10 0.2036
H 4.59 -0.51 0.00 0.2087
H 2.98 0.18 -0.02 0.1734
H 3.41 -2.65 0.86 0.2030
H 3.05 -1.22 1.91 0.2115
H 1.89 -1.86 0.81 0.2066
```

Computed properties:
- SMILES = Cc1c[nH]c2ccccc12.CCC
- energy (a.u.) = -522.1795
- net charge = 0
- HOMO energy (hartree) = -0.28280
- 2S+1 = 1

***

DFT (ωB97M-V with the def2-TZVPD basis set) results for a 2-piece molecular cluster, C12H17N overall in a non-equilibrium geometry.

Structure (XYZ):
```
30
Properties=species:S:1:pos:R:3:nbo_charge:R:1
C 0.78 2.91 -0.92 -0.6276
C 0.19 1.97 0.05 -0.0799
C -0.96 1.88 0.80 -0.0270
N -0.93 0.80 1.77 -0.5475
C 0.40 0.24 1.57 0.1367
C 0.88 -0.74 2.36 -0.2288
C 2.22 -0.88 2.29 -0.2177
C 2.86 -0.20 1.25 -0.2103
C 2.43 0.69 0.27 -0.2113
C 1.10 0.95 0.54 -0.0745
H -0.02 3.40 -1.41 0.2210
H 1.50 2.32 -1.59 0.2135
H 1.47 3.64 -0.51 0.2215
H -1.88 2.37 0.62 0.2047
H -1.60 0.22 2.01 0.3892
H 0.49 -1.30 3.16 0.2202
H 2.85 -1.38 3.01 0.2151
H 3.88 -0.47 1.26 0.1927
H 2.96 1.00 -0.52 0.2128
C -2.69 -0.91 -0.78 -0.6292
C -1.29 -1.20 -1.49 -0.3855
C -1.08 -2.60 -2.02 -0.6074
H -2.43 -0.35 0.01 0.2066
H -3.37 -0.27 -1.34 0.2022
H -3.32 -1.73 -0.76 0.2112
H -1.16 -0.71 -2.30 0.1855
H -0.34 -0.85 -1.01 0.2035
H 0.03 -2.51 -2.27 0.2129
H -1.11 -3.40 -1.31 0.1937
H -1.85 -2.91 -2.72 0.2038
```

Computed properties:
- SMILES = Cc1c[nH]c2ccccc12.CCC
- energy (a.u.) = -522.0809
- net charge = 0
- HOMO energy (hartree) = -0.29428
- 2S+1 = 1

***

Q: What is the energy in the first record?
A: -522.1577 a.u.